No. 1
The following is a quantum chemistry calculation of a single C4H6N2O2 molecule at a distorted geometry, from the Open Molecules 2025 dataset.

Positions of all 14 atoms, in Å:
C (1.24878, -0.22529, -0.01497)
C (2.02664, -0.71861, -1.02276)
C (-1.13931, 0.35672, 0.45229)
C (-1.00180, -0.28698, 1.78271)
H (-0.00835, 1.00378, -2.10429)
H (1.41688, -0.24702, 1.17147)
H (1.75514, -0.45794, -2.04020)
H (3.05750, -0.99981, -0.70461)
H (-2.37686, 1.08773, -0.65665)
H (-1.98705, -0.29736, 2.36958)
N (-0.06160, 0.35306, -0.35293)
N (-2.37622, 0.63010, 0.24974)
O (-0.53859, 0.32589, -1.63421)
O (-0.01516, -0.52428, 2.50485)

## Properties
Relative energy (zero: lowest compared OMol25 entry of this formula, charge and spin)   4.717 eV
SMILES string   [H]/N=C(/C=O)N(O)C=C
Electronic energy   -415.8673 Eh
Gap between HOMO and LUMO   8.87 eV
Total charge   0
LUMO   -0.122 eV

No. 2
The following is a quantum chemistry calculation of a molecular structure, C3H4AgO3 at a distorted geometry, from the Open Molecules 2025 dataset.

Positions of all 11 atoms, in Å:
O (-1.55420, -2.20471, -0.96552)
C (-0.84078, -2.25833, 0.18632)
C (0.08116, -1.09332, 0.38328)
O (0.09457, -0.14666, -0.39813)
Ag (-1.28911, -0.50929, -2.28508)
H (-0.17889, -3.15520, 0.29603)
H (-1.45490, -2.27955, 1.12409)
H (0.75029, -1.09210, 1.26834)
C (1.52847, 3.34561, 0.61528)
O (1.23364, 4.25764, -0.20354)
H (1.62974, 5.13591, -0.02108)

## Properties
Expectation value of S²   0.75
Relative energy (zero: lowest compared OMol25 entry of this formula, charge and spin)   3.560 eV
2S+1   2
Electronic energy   -489.1733 Eh
Gap between HOMO and LUMO (spin up / spin down)   6.72 / 7.45 eV
Total charge   0
LUMO (spin up / spin down)   -0.798 / -0.802 eV

No. 3
The following is a quantum chemistry calculation of a molecular structure, C19H39BGeIrN6O4PS4, from the Open Molecules 2025 dataset.

Positions of all 76 atoms, in Å:
Ir (0.49953, -0.70029, 0.30484)
N (2.15843, -1.49527, 1.39258)
N (1.74693, -2.42260, 2.37977)
C (0.61626, -3.23554, 2.05409)
O (0.51944, -4.29263, 2.67109)
O (-0.14453, -2.76734, 1.15064)
H (2.85807, -1.90520, 0.77354)
H (2.53906, -0.67878, 1.86675)
H (2.49680, -2.92973, 2.82505)
C (2.80071, 1.16961, -1.97087)
N (1.59441, 1.48996, -2.70651)
C (1.19793, 2.73607, -3.11310)
C (-0.01230, 2.59143, -3.69051)
N (-0.37844, 1.27420, -3.61018)
B (-1.86684, 0.83716, -3.92286)
N (-2.27508, -0.39472, -3.07731)
C (-3.00606, -1.45015, -3.56958)
C (-3.32191, -2.26315, -2.53306)
N (-2.78131, -1.69084, -1.40559)
C (-2.93352, -2.16329, -0.03513)
C (-2.12877, -0.56868, -1.75385)
S (-1.29039, 0.45665, -0.64525)
C (0.61815, 0.60283, -3.01599)
S (0.80817, -1.13458, -3.06414)
H (3.30440, 2.10049, -1.72161)
H (3.45291, 0.54090, -2.57893)
H (2.52123, 0.64760, -1.05411)
H (1.78829, 3.61187, -2.91134)
H (-0.69242, 3.33188, -4.07098)
H (-2.54335, 1.78270, -3.58796)
H (-1.98336, 0.58605, -5.09953)
H (-3.23100, -1.53069, -4.61735)
H (-3.87763, -3.18236, -2.49074)
H (-3.61044, -3.01476, -0.05327)
H (-3.34863, -1.36011, 0.57251)
H (-1.97418, -2.44891, 0.39174)
C (1.66133, 3.88260, 4.04719)
C (0.54816, 3.11509, 4.74231)
C (1.04540, 1.85343, 5.42527)
O (-0.53864, 2.89846, 3.82740)
P (-0.82009, 1.59164, 2.90172)
S (-1.50616, 0.05611, 3.85359)
S (0.86113, 1.29841, 1.78776)
O (-1.98916, 2.19772, 2.00303)
C (-2.10623, 3.39362, 1.21345)
C (-2.84196, 4.42697, 2.05156)
C (-0.81019, 3.94151, 0.64566)
H (2.41494, 4.18215, 4.77928)
H (1.26331, 4.78143, 3.57327)
H (2.13560, 3.26764, 3.28262)
H (0.10430, 3.76721, 5.50075)
H (1.46188, 1.15087, 4.70253)
H (0.23871, 1.34603, 5.95037)
H (1.82637, 2.12657, 6.13920)
H (-2.73738, 3.07711, 0.37964)
H (-2.22956, 4.71235, 2.90787)
H (-3.78025, 4.01429, 2.42191)
H (-3.05873, 5.31698, 1.45638)
H (-0.10403, 4.19921, 1.43587)
H (-1.05077, 4.84679, 0.08184)
H (-0.33155, 3.22513, -0.01905)
C (-0.54517, -4.49212, -1.47162)
Ge (1.21725, -3.66403, -1.57591)
C (2.46535, -4.49121, -0.30139)
C (1.88453, -4.17316, -3.36973)
C (1.28753, -1.68458, -1.38955)
H (-0.43979, -5.57045, -1.60701)
H (-1.17487, -4.10627, -2.27592)
H (-1.00315, -4.29246, -0.50676)
H (2.76279, -5.47123, -0.67998)
H (2.00577, -4.63641, 0.67516)
H (3.37615, -3.89586, -0.19226)
H (1.90929, -5.26287, -3.44495)
H (2.88835, -3.79000, -3.56219)
H (1.22319, -3.79502, -4.15057)
H (2.36580, -1.47340, -1.32160)

## Properties
Expectation value of S²   0.75
Relative energy (zero: lowest compared OMol25 entry of this formula, charge and spin)   0.057 eV
2S+1   2
Electronic energy   -5517.3406 Eh
Gap between HOMO and LUMO (spin up / spin down)   6.12 / 6.36 eV
Total charge   -1
LUMO (spin up / spin down)   2.209 / 2.207 eV

No. 4
The following is a quantum chemistry calculation of 2 unconnected molecules or ions with the total composition C3H6N2S at a distorted geometry, from the Open Molecules 2025 dataset.

Positions of all 12 atoms, in Å:
C (2.04439, -1.42018, -0.95360)
C (-1.30257, -0.24721, 0.08734)
C (0.40525, 1.62018, 1.12108)
N (1.08337, -0.95091, -0.52971)
N (-1.87970, -0.88682, -0.75639)
S (-0.97811, 0.48097, 1.45914)
H (2.98850, -1.80555, -1.33466)
H (0.81660, 1.75309, 2.07872)
H (-0.12671, 2.60629, 0.84920)
H (1.05032, 1.29455, 0.38411)
H (-2.58116, -0.58659, -1.57580)
H (-1.52017, -1.85782, -0.82944)

## Properties
Relative energy (zero: lowest compared OMol25 entry of this formula, charge and spin)   2.344 eV
Electronic energy   -624.7715 Eh
Gap between HOMO and LUMO   9.23 eV
Total charge   +2
LUMO   -11.771 eV

Among the records above, which one has the highest total charge? C3H6N2S

What did the fourth record say?
The following is a quantum chemistry calculation of 2 unconnected molecules or ions with the total composition C3H6N2S at a distorted geometry, from the Open Molecules 2025 dataset.

Positions of all 12 atoms, in Å:
C (2.04439, -1.42018, -0.95360)
C (-1.30257, -0.24721, 0.08734)
C (0.40525, 1.62018, 1.12108)
N (1.08337, -0.95091, -0.52971)
N (-1.87970, -0.88682, -0.75639)
S (-0.97811, 0.48097, 1.45914)
H (2.98850, -1.80555, -1.33466)
H (0.81660, 1.75309, 2.07872)
H (-0.12671, 2.60629, 0.84920)
H (1.05032, 1.29455, 0.38411)
H (-2.58116, -0.58659, -1.57580)
H (-1.52017, -1.85782, -0.82944)

## Properties
Relative energy (zero: lowest compared OMol25 entry of this formula, charge and spin)   2.344 eV
Electronic energy   -624.7715 Eh
Gap between HOMO and LUMO   9.23 eV
Total charge   +2
LUMO   -11.771 eV

Which of these has the lowest relative energy (zero: lowest compared OMol25 entry of this formula, charge and spin)? C19H39BGeIrN6O4PS4